[1]
DFT (ωB97M-V/def2-TZVPD) results for a structure of composition C29H20HgN7O6.

Values from the calculation:
**LUMO (spin up / spin down)**: 0.1628 / 0.1627 Ha
**ΔE to the lowest compared entry with this formula, charge and spin**: 25.1 kJ/mol
**Frontier orbital gap (spin up / spin down)**: 4.24 / 6.44 eV
**Largest force on an atom**: 0.50 eV/Å

Geometry as ORCA input:
```
! RIJCOSX wB97M-V def2-TZVPD def2/J DEFGRID3
* xyz -2 2
Hg 0.62 -0.67 0.61
C -3.75 -1.82 0.02
C -4.44 -0.66 -0.37
C -3.78 0.53 -0.44
C -2.38 0.63 -0.13
N -1.73 -0.52 0.21
C -2.41 -1.68 0.30
N -1.86 1.85 -0.21
C -0.57 2.22 -0.14
N 0.57 1.47 -0.06
C 1.67 2.28 -0.07
N 2.97 1.99 -0.04
C 3.55 0.79 0.04
C 4.98 0.80 0.03
C 5.70 -0.36 0.06
C 5.02 -1.60 0.09
C 3.64 -1.55 0.11
N 2.92 -0.42 0.10
C 1.21 3.65 -0.15
C 1.89 4.87 -0.19
C 1.15 6.03 -0.27
C -0.26 5.99 -0.33
C -0.94 4.79 -0.29
C -0.19 3.61 -0.20
H -4.22 -2.78 0.10
H -5.50 -0.71 -0.62
H -4.28 1.45 -0.73
H -1.82 -2.53 0.62
H 5.46 1.77 0.00
H 6.78 -0.33 0.05
H 5.53 -2.55 0.10
H 3.05 -2.46 0.13
H 2.97 4.88 -0.14
H 1.66 6.99 -0.30
H -0.81 6.92 -0.40
H -2.02 4.74 -0.33
O -0.89 -2.66 2.98
C -0.21 -1.80 3.52
C -0.13 -1.62 5.04
C 0.77 -0.41 5.21
C 1.18 -0.04 3.78
O 1.94 0.86 3.51
N 0.57 -0.88 2.89
H 0.27 -2.54 5.47
H -1.14 -1.49 5.42
H 1.67 -0.60 5.79
H 0.27 0.45 5.66
O 0.56 -4.77 -1.44
C 0.26 -3.58 -1.29
O 0.78 -2.75 -0.50
C -0.82 -3.03 -2.23
C -1.80 -3.91 -2.70
C -2.84 -3.46 -3.50
C -2.92 -2.12 -3.86
C -1.92 -1.28 -3.42
C -0.88 -1.69 -2.60
N -1.96 0.14 -3.85
O -1.04 0.86 -3.55
O -2.92 0.50 -4.52
H -1.71 -4.94 -2.42
H -3.61 -4.15 -3.83
H -3.71 -1.73 -4.47
H -0.14 -0.98 -2.25
*
```

[2]
DFT (ωB97M-V/def2-TZVPD) results for a structure of composition C39H47F9HfN5OP2.

Values from the calculation:
**LUMO**: -0.3152 Ha
**ΔE to the lowest compared entry with this formula, charge and spin**: 151.1 kJ/mol
**Frontier orbital gap**: 7.71 eV
**Largest force on an atom**: 0.99 eV/Å

Geometry as ORCA input:
```
! RIJCOSX wB97M-V def2-TZVPD def2/J DEFGRID3
* xyz 3 1
Hf -1.21 0.15 -0.01
C -3.59 -0.59 -2.47
C -2.87 -1.90 -2.22
N -1.55 -1.67 -1.52
C -1.10 -2.96 -0.93
C -1.70 -3.11 0.45
N -1.30 -1.93 1.25
C -1.87 -1.99 2.62
C -1.35 -0.85 3.49
C -2.12 0.43 3.37
N -2.11 1.08 2.00
C -3.51 1.52 1.70
C -4.29 0.35 1.17
N -3.54 -0.28 0.04
C -4.35 -0.14 -1.24
H -4.29 -0.68 -3.30
H -2.87 0.17 -2.77
H -2.67 -2.44 -3.15
H -3.46 -2.57 -1.59
H -0.89 -1.44 -2.26
H -0.01 -2.93 -0.85
H -1.37 -3.79 -1.58
H -1.35 -4.03 0.92
H -2.79 -3.18 0.42
H -0.29 -2.08 1.41
H -1.62 -2.96 3.06
H -2.96 -1.95 2.54
H -0.30 -0.67 3.27
H -1.37 -1.16 4.54
H -1.75 1.17 4.08
H -3.16 0.25 3.62
H -1.57 1.93 2.10
H -3.47 2.32 0.97
H -3.97 1.92 2.61
H -5.27 0.68 0.83
H -4.47 -0.40 1.94
H -3.53 -1.28 0.23
H -4.65 0.90 -1.32
H -5.24 -0.75 -1.09
C 3.91 -0.08 0.11
N 2.44 -0.05 0.00
P 1.44 -0.13 1.35
C 2.04 1.00 2.61
C 1.32 2.14 2.97
C 1.79 2.99 3.96
C 2.98 2.70 4.61
C 3.70 1.57 4.27
C 3.24 0.72 3.28
C 1.77 -1.79 2.05
C 2.08 -2.83 1.18
C 2.30 -4.12 1.66
C 2.20 -4.38 3.02
C 1.92 -3.34 3.90
C 1.71 -2.06 3.42
P 1.59 -0.45 -1.41
C 2.61 -1.41 -2.52
C 3.47 -0.77 -3.41
C 4.27 -1.52 -4.25
C 4.20 -2.91 -4.22
C 3.33 -3.56 -3.36
C 2.53 -2.81 -2.51
C 1.29 1.15 -2.22
C 0.34 1.04 -3.15
C -0.51 2.07 -3.81
C 0.63 4.08 -2.86
C 1.71 3.61 -1.94
C 1.99 2.33 -1.69
H 4.25 -1.03 0.54
H 4.25 0.75 0.74
H 4.36 0.03 -0.87
H 0.41 2.40 2.45
H 1.23 3.88 4.22
H 3.34 3.36 5.39
H 4.63 1.34 4.77
H 3.81 -0.17 3.04
H 2.22 -2.65 0.13
H 2.57 -4.91 0.97
H 2.38 -5.38 3.40
H 1.88 -3.53 4.96
H 1.53 -1.26 4.13
H 3.53 0.31 -3.44
H 4.95 -1.03 -4.94
H 4.82 -3.49 -4.89
H 3.26 -4.64 -3.36
H 1.83 -3.32 -1.86
H 0.03 0.05 -3.47
H -0.09 2.39 -4.77
H 0.37 5.12 -2.69
H 2.33 4.38 -1.50
H 2.81 2.13 -1.02
F -1.50 4.17 -3.69
C -0.72 3.31 -2.95
F -1.73 1.48 -4.08
F 1.17 4.02 -4.14
C -1.58 2.96 -1.61
O -1.64 1.60 -1.27
C -1.04 3.66 -0.31
F -2.00 3.92 0.58
F -0.21 2.76 0.33
F -0.37 4.77 -0.52
C -3.05 3.47 -1.88
F -3.09 4.79 -1.84
F -3.54 3.01 -3.02
F -3.88 3.01 -0.92
*
```